#a
Formula: C3H7NO
Source: OMol25
Level of theory: ωB97M-V with the def2-TZVPD basis set

LUMO energy ... 0.225 eV
E_HOMO ... -9.36 eV
Net charge ... 0
Kohn-Sham gap ... 9.588 eV

Last column: Mulliken charge in e.
Geometry (Å):
C 2.02 -0.13 -0.46  -0.56
N -0.18 0.61 1.05  -0.34
C -1.40 0.05 0.85  -0.06
C -1.92 -0.31 -0.35  -0.54
O 0.63 -0.01 -0.39  -0.33
H -0.15 1.56 0.70  0.31
H -1.88 -0.27 1.77  0.32
H 2.25 -0.78 -1.31  0.22
H 2.42 -0.61 0.45  0.25
H 2.53 0.83 -0.62  0.23
H -2.73 -1.02 -0.40  0.25
H -1.58 0.08 -1.29  0.26

***

#b
Formula: C3H7NO
Source: OMol25
Level of theory: ωB97M-V with the def2-TZVPD basis set

LUMO energy ... 1.047 eV
SMILES ... OC[C@H]1CN1
E_HOMO ... -9.84 eV
Net charge ... 0
Kohn-Sham gap ... 10.890 eV

Last column: Mulliken charge in e.
Geometry (Å):
O 1.56 0.48 0.85  -0.54
C 1.19 -0.59 0.02  -0.60
C -0.21 -0.37 -0.58  0.29
C -1.18 0.06 0.39  -0.63
N -0.51 1.05 -0.61  -0.67
H 1.20 1.26 0.40  0.36
H 1.13 -1.49 0.65  0.26
H 1.93 -0.78 -0.76  0.29
H -0.50 -1.07 -1.36  0.37
H -0.92 0.24 1.42  0.24
H -2.22 -0.21 0.15  0.33
H -1.46 1.42 -0.58  0.30

***

#c
Formula: C3H7NO
Source: OMol25
Level of theory: ωB97M-V with the def2-TZVPD basis set

LUMO energy ... 1.050 eV
SMILES ... C=CO.C=N
E_HOMO ... -9.05 eV
Net charge ... 0
Kohn-Sham gap ... 10.097 eV

Last column: Mulliken charge in e.
Geometry (Å):
C 1.38 0.45 0.82  -0.72
C 1.72 0.38 -0.46  0.13
O 2.90 1.04 -0.98  -0.47
H 0.76 -0.32 1.30  0.22
H 1.62 1.31 1.52  0.23
H 0.92 0.16 -1.24  0.30
H 3.34 1.22 -0.06  0.32
C -2.27 -0.96 0.08  -0.06
N -2.75 -0.31 -0.88  -0.46
H -2.72 -1.67 0.75  0.26
H -1.36 -0.50 0.49  0.03
H -3.54 -0.80 -1.33  0.23

***

#d
Formula: C3H7NO
Source: OMol25
Level of theory: ωB97M-V with the def2-TZVPD basis set

LUMO energy (alpha / beta) ... -0.298 / -0.298 eV
E_HOMO (alpha / beta) ... -7.74 / -7.74 eV
Net charge ... 0
Kohn-Sham gap (alpha / beta) ... 7.440 / 7.439 eV

Last column: Mulliken charge in e.
Geometry (Å):
C 1.52 0.87 0.18  -0.29
N 0.81 -0.11 0.56  -0.01
C -0.76 0.06 0.62  0.60
O -1.09 1.24 0.58  -0.67
C -1.32 -1.18 0.60  -0.92
H 0.34 -0.21 -2.29  0.12
H 2.59 0.76 0.02  0.26
H 0.97 1.79 0.01  0.29
H 1.22 -1.03 0.72  0.25
H -0.19 -0.55 -1.88  -0.12
H -2.39 -1.28 0.51  0.27
H -0.72 -2.08 0.65  0.19

***

Stability, highest: #b